(1)
8 unconnected molecules or ions with the total composition C39H49IN10O3P2S in a non-equilibrium geometry, computed with ωB97M-V with the def2-TZVPD basis set.

```
105
Properties=species:S:1:pos:R:3:lowdin_charge:R:1
C -0.39 -0.01 -1.67 -0.1881
C -0.12 -0.03 -0.09 -0.7267
I -2.02 0.58 0.82 0.8498
C 1.04 1.00 0.16 -0.1980
C 1.43 1.18 1.69 -0.2145
C 0.92 0.29 2.77 -0.0883
N 1.20 0.35 4.10 0.1239
C 2.10 1.39 4.30 -0.1923
C 2.57 1.61 5.73 0.0237
C 3.54 2.63 6.09 -0.2791
P 4.10 2.82 7.87 0.2690
O 3.77 1.44 8.77 -0.2322
O 5.77 3.00 7.93 -0.3102
S 3.33 4.35 8.75 0.2660
C 4.13 3.52 5.02 -0.3124
P 5.44 4.86 5.32 0.8621
N 6.94 3.95 5.37 -0.1772
O 5.55 5.80 3.92 -0.3464
C 3.68 3.34 3.65 -0.0134
C 2.67 2.28 3.28 -0.1786
N 2.31 2.19 1.95 0.1372
H 0.58 -0.04 -2.23 0.0862
H -1.12 -0.80 -1.99 0.0662
H -0.83 1.01 -1.87 0.0430
H 0.16 -1.09 0.15 0.0886
H 0.67 2.01 -0.18 0.1220
H 2.00 0.77 -0.37 0.1307
H 0.22 -0.54 2.46 0.0775
H 2.16 0.98 6.56 0.1157
H 4.64 1.10 9.06 0.0763
H 5.99 3.94 8.10 0.0425
H 7.40 4.16 6.26 0.0131
H 7.54 4.14 4.57 0.0256
H 4.70 5.85 3.44 0.0536
H 4.08 3.97 2.81 0.1004
C 9.90 1.27 10.92 -0.1136
C 8.85 2.10 10.46 -0.1097
C 8.41 1.58 9.27 -0.1462
N 9.16 0.48 8.99 -0.0002
C 10.07 0.27 9.99 -0.1444
H 10.48 1.38 11.83 0.0902
H 8.46 2.98 10.95 0.0907
H 7.63 1.91 8.60 0.0723
H 9.06 -0.10 8.17 0.1436
H 10.76 -0.56 9.95 0.1045
C -0.86 -4.53 -0.34 -0.1139
C -1.93 -3.71 -0.80 -0.1185
C -2.37 -4.24 -1.98 -0.1486
N -1.62 -5.34 -2.26 0.0147
C -0.70 -5.53 -1.27 -0.1376
H -0.29 -4.40 0.56 0.0893
H -2.32 -2.83 -0.31 0.0731
H -3.16 -3.92 -2.65 0.0884
H -1.72 -5.92 -3.08 0.1479
H -0.01 -6.36 -1.30 0.1065
C -4.92 0.32 -4.53 -0.1292
C -3.80 1.13 -4.82 -0.1186
C -3.23 1.48 -3.63 -0.1379
N -3.97 0.92 -2.62 0.0134
C -5.00 0.20 -3.17 -0.1404
H -5.60 -0.13 -5.24 0.0815
H -3.45 1.42 -5.80 0.0935
H -2.36 2.09 -3.40 0.1039
H -3.79 1.02 -1.64 0.0658
H -5.70 -0.32 -2.54 0.1059
C -5.77 -6.47 -3.97 -0.1129
C -6.24 -6.16 -5.27 -0.1277
C -6.23 -4.79 -5.39 -0.1334
N -5.78 -4.27 -4.21 0.0108
C -5.49 -5.28 -3.34 -0.1542
H -5.64 -7.45 -3.54 0.0895
H -6.54 -6.86 -6.03 0.0874
H -6.51 -4.15 -6.22 0.1082
H -5.68 -3.28 -4.02 0.1373
H -5.12 -5.07 -2.35 0.0984
C -10.84 -7.49 -5.79 -0.1129
C -10.99 -8.70 -6.52 -0.1169
C -9.84 -9.42 -6.35 -0.1460
N -9.00 -8.69 -5.55 0.0008
C -9.61 -7.51 -5.20 -0.1479
H -11.57 -6.69 -5.70 0.0891
H -11.85 -9.00 -7.10 0.0888
H -9.54 -10.38 -6.74 0.1029
H -8.07 -8.97 -5.27 0.1373
H -9.11 -6.80 -4.57 0.1004
C -6.25 4.32 -7.76 -0.1141
C -6.30 3.69 -9.03 -0.1171
C -6.10 2.34 -8.82 -0.1434
N -5.92 2.14 -7.48 0.0057
C -6.01 3.34 -6.83 -0.1437
H -6.36 5.37 -7.55 0.0893
H -6.46 4.16 -9.98 0.0891
H -6.06 1.52 -9.52 0.1033
H -5.75 1.25 -7.05 0.1123
H -5.91 3.39 -5.75 0.1040
C 9.57 6.82 0.58 -0.1153
C 8.39 7.23 1.25 -0.1076
C 7.86 6.11 1.85 -0.1415
N 8.67 5.05 1.56 -0.0024
C 9.72 5.48 0.79 -0.1474
H 10.24 7.45 0.00 0.0895
H 7.97 8.22 1.29 0.0904
H 6.97 5.99 2.46 0.0667
H 8.52 4.11 1.87 0.1378
H 10.48 4.79 0.46 0.1031
```

Results
**HOMO energy**: -8.2 eV
**Calculated total energy**: -3667.342965 a.u.

***

(2)
A molecular structure, C32H29IIrN3O in a non-equilibrium geometry, computed with ωB97M-V with the def2-TZVPD basis set.

```
67
Properties=species:S:1:pos:R:3:nbo_charge:R:1
Ir 0.38 -0.10 0.16 1.0156
I -0.20 -1.36 2.96 0.2687
C -2.17 -0.58 2.70 -0.1122
C -2.93 -0.44 3.83 -0.2444
C -4.26 -0.03 3.72 -0.2008
C -4.81 0.17 2.48 -0.1566
C -4.04 0.01 1.31 -0.0747
C -4.63 0.16 0.04 -0.1781
C -3.87 0.05 -1.09 -0.2010
C -2.49 -0.17 -1.00 -0.2651
C -1.85 -0.32 0.22 -0.2440
C -2.65 -0.31 1.40 -0.0884
H -2.51 -0.65 4.81 0.2343
H -4.85 0.09 4.62 0.2323
H -5.84 0.47 2.38 0.2252
H -5.69 0.36 -0.02 0.2247
H -4.33 0.15 -2.07 0.2262
H -1.93 -0.20 -1.92 0.2251
O 2.90 -0.82 -0.48 -0.7059
C 3.35 -2.12 -0.21 -0.0956
C 2.18 -3.07 -0.09 0.2058
C 2.41 -4.44 -0.08 -0.2348
C 1.35 -5.31 0.02 -0.1235
C 0.07 -4.78 0.10 -0.2458
C -0.08 -3.41 0.08 0.0556
N 0.95 -2.57 0.00 -0.4410
H 3.60 -0.18 -0.32 0.5055
H 3.91 -2.16 0.74 0.1965
H 4.01 -2.48 -1.01 0.2037
H 3.42 -4.81 -0.16 0.2356
H 1.51 -6.38 0.03 0.2380
H -0.80 -5.42 0.18 0.2423
H -1.06 -2.96 0.15 0.2277
C -1.22 2.81 0.98 -0.4293
N -0.23 2.52 -0.05 -0.3548
C -0.73 3.02 -1.33 -0.4241
C 1.03 3.18 0.28 -0.2667
C 1.77 2.48 1.38 0.0007
C 2.53 3.22 2.28 -0.2212
C 3.32 2.59 3.22 -0.1915
C 3.37 1.21 3.26 -0.2120
C 2.59 0.47 2.39 -0.2505
C 1.76 1.08 1.45 -0.2172
H -1.42 3.89 1.03 0.1989
H -0.85 2.49 1.95 0.2212
H -2.15 2.30 0.75 0.2232
H -0.81 4.11 -1.32 0.2025
H -1.71 2.59 -1.54 0.2243
H -0.05 2.73 -2.14 0.2213
H 0.86 4.23 0.55 0.2067
H 1.67 3.17 -0.61 0.2152
H 2.50 4.30 2.23 0.2201
H 3.89 3.18 3.92 0.2283
H 4.00 0.69 3.97 0.2253
H 2.64 -0.61 2.44 0.2041
N 0.51 -0.10 -7.43 -0.2676
C 0.57 -0.09 -6.29 0.2587
C 0.63 -0.12 -4.87 -0.1811
C 1.38 0.83 -4.17 -0.1432
C 1.43 0.77 -2.78 -0.2866
C 0.74 -0.21 -2.08 -0.0714
C 0.06 -1.19 -2.80 -0.2211
C -0.03 -1.13 -4.18 -0.1689
H 1.91 1.60 -4.70 0.2366
H 2.04 1.50 -2.26 0.2169
H -0.42 -2.02 -2.29 0.2148
H -0.61 -1.86 -4.73 0.2378
```

Results
**HOMO energy (alpha / beta)**: -10.5 / -10.8 eV
**Energy above the lowest of the compared OMol25 structures with the same formula, charge and spin**: 103.7 kcal/mol
**Multiplicity**: 2
**Net charge**: +1
**Expectation value of S²**: 0.7606
**Calculated total energy**: -1877.969218 a.u.

***

(3)
2 unconnected molecules or ions with the total composition C2H3IO2, computed with ωB97M-V with the def2-TZVPD basis set.

```
8
Properties=species:S:1:pos:R:3:nbo_charge:R:1
O 1.83 -1.81 -0.04 -0.4717
C 1.92 -0.64 -0.07 0.3075
I 3.79 0.39 0.16 -0.0056
H 1.12 0.08 -0.22 0.1683
C -2.17 0.50 0.04 0.2894
O -1.35 1.03 -0.65 -0.5024
H -2.46 -0.56 -0.09 0.1078
H -2.69 1.02 0.86 0.1067
```

Results
**HOMO energy**: -9.9 eV
**Energy above the lowest of the compared OMol25 structures with the same formula, charge and spin**: 42.1 kcal/mol
**Calculated total energy**: -526.131866 a.u.

***

(4)
A molecular structure, C12H22Cl2F3NO5S3, computed with ωB97M-V with the def2-TZVPD basis set.

```
48
Properties=species:S:1:pos:R:3:nbo_charge:R:1
C 5.91 -0.51 0.75 -0.2483
O 5.46 0.70 0.18 -0.5338
C 4.08 0.70 -0.10 -0.0544
C 3.67 2.12 -0.43 -0.4169
C 2.16 2.32 -0.60 -0.3998
C 1.59 1.81 -1.93 -0.4235
C 1.27 0.30 -1.93 -0.5274
S -0.51 -0.07 -2.07 0.8628
C -1.17 1.04 -0.81 -0.5334
C -2.66 0.98 -0.48 -0.4651
C -2.87 0.89 1.04 0.0402
F -1.77 1.50 1.66 -0.3809
C -0.61 -1.76 -1.48 -0.3036
Cl -1.54 -2.07 -0.08 0.1432
C -0.03 -2.73 -2.21 -0.0087
C 0.73 -2.54 -3.49 -0.6709
Cl -0.19 -4.35 -1.68 0.0973
H 6.96 -0.38 1.01 0.2021
H 5.34 -0.75 1.65 0.1702
H 5.82 -1.34 0.04 0.1629
H 3.51 0.32 0.76 0.1636
H 3.88 0.02 -0.95 0.1412
H 4.19 2.43 -1.35 0.2067
H 4.03 2.77 0.36 0.2306
H 1.64 1.83 0.24 0.2037
H 1.94 3.38 -0.51 0.2312
H 0.73 2.40 -2.22 0.2178
H 2.34 1.97 -2.71 0.2303
H 1.62 -0.22 -1.04 0.2498
H 1.71 -0.17 -2.81 0.2456
H -0.94 2.00 -1.25 0.2518
H -0.56 0.93 0.08 0.2743
H -3.18 0.16 -0.98 0.2383
H -3.12 1.90 -0.85 0.2282
H -3.77 1.44 1.34 0.2199
H -2.97 -0.12 1.40 0.2113
H 0.22 -1.85 -4.16 0.2367
H 1.73 -2.16 -3.30 0.2336
H 0.86 -3.50 -3.98 0.2636
N -4.63 -0.72 3.04 -1.2824
S -4.54 -2.24 3.48 2.5154
O -5.74 -2.98 3.31 -0.9196
O -3.72 -2.49 4.62 -0.9174
F -3.62 -2.67 2.23 -0.5358
S -5.50 0.28 3.90 2.5326
O -5.66 1.49 3.15 -0.9558
O -5.16 0.33 5.28 -0.9268
F -6.94 -0.39 3.87 -0.5005
```

Results
**HOMO energy**: -8.6 eV
**Calculated total energy**: -3315.808884 a.u.

***

Q: What is the formula in the third record?
A: C2H3IO2